This record from the OMol25 dataset describes 3 unconnected molecules or ions with the total composition C26H51ClNO11P2 at a distorted geometry. The level of theory is ωB97M-V/def2-TZVPD.

Last column: Mulliken charge in e.
Atoms and positions in Å:
C1 2.369 -6.346 1.765  -0.89
C2 3.060 -5.556 0.590  -0.56
O1 2.223 -4.419 0.271  -0.31
C3 1.502 -4.547 -0.850  0.77
C4 1.149 -5.755 -1.555  -0.46
C5 0.370 -5.739 -2.794  -0.76
C6 -0.092 -4.439 -3.287  -0.70
C7 0.257 -3.243 -2.520  0.75
C8 -0.305 -1.886 -3.078  -1.24
C9 -1.816 -1.758 -2.569  -0.13
C10 -1.864 -1.409 -1.039  -0.10
C11 -3.353 -1.370 -0.492  -0.74
C12 -3.827 -2.874 -0.308  -0.50
O2 -5.055 -3.023 -1.056  -0.32
C13 -5.396 -4.384 -1.149  0.69
C14 -6.626 -4.923 -0.336  -0.96
O3 -4.758 -5.111 -1.864  -0.51
N1 1.024 -3.342 -1.379  0.13
Cl1 1.396 -1.891 -0.535  0.12
H1 2.412 -5.656 2.659  0.26
H2 2.922 -7.268 2.068  0.36
H3 1.271 -6.521 1.599  0.29
H4 3.378 -6.186 -0.272  0.45
H5 4.010 -5.135 1.027  0.34
H6 1.473 -6.738 -1.159  0.43
H7 0.110 -6.649 -3.378  0.41
H8 -0.718 -4.334 -4.204  0.43
H9 -0.274 -1.974 -4.194  0.42
H10 0.319 -1.005 -2.798  0.38
H11 -2.312 -2.754 -2.758  0.21
H12 -2.348 -0.983 -3.173  0.40
H13 -1.352 -2.238 -0.475  0.16
H14 -1.336 -0.454 -0.774  -0.04
H15 -3.371 -0.908 0.527  0.34
H16 -4.039 -0.773 -1.140  0.33
H17 -3.930 -3.150 0.777  0.37
H18 -3.054 -3.562 -0.754  0.27
H19 -7.174 -5.646 -0.983  0.32
H20 -7.322 -4.077 -0.110  0.32
H21 -6.297 -5.369 0.633  0.26
O4 -3.104 2.742 -1.882  -0.70
P1 -2.954 4.189 -1.455  1.24
O5 -3.124 4.885 -2.948  -0.36
C15 -4.216 4.524 -3.785  -0.22
C16 -5.480 5.266 -3.393  -1.02
O6 -1.297 4.160 -1.318  -0.42
C17 -0.674 2.989 -0.796  -0.52
C18 -0.074 2.167 -1.922  -0.69
O7 -2.923 5.689 -0.720  -0.48
C19 -2.209 6.790 -1.297  -0.16
C20 -3.197 7.856 -1.755  -1.08
H22 -4.390 3.446 -3.776  0.23
H23 -3.941 4.790 -4.807  0.30
H24 -5.692 5.149 -2.326  0.28
H25 -6.334 4.903 -3.967  0.39
H26 -5.372 6.334 -3.590  0.24
H27 -1.385 2.399 -0.212  0.34
H28 0.116 3.307 -0.110  0.37
H29 -0.763 2.059 -2.762  0.27
H30 0.205 1.171 -1.569  -0.04
H31 0.820 2.656 -2.315  0.47
H32 -1.566 6.477 -2.118  0.28
H33 -1.557 7.196 -0.520  0.43
H34 -4.198 7.450 -1.892  0.24
H35 -2.867 8.317 -2.687  0.29
H36 -3.273 8.649 -1.007  0.34
O8 3.517 0.620 1.761  -0.78
P2 3.739 1.333 3.082  1.28
O9 5.362 1.036 3.230  -0.33
C21 6.240 1.309 2.144  -0.27
C22 6.604 2.781 2.085  -1.02
O10 3.119 0.124 4.039  -0.42
C23 1.981 -0.598 3.575  -0.52
C24 2.402 -1.953 3.038  -0.89
O11 3.758 2.308 4.438  -0.49
C25 4.516 1.956 5.604  -0.15
C26 5.662 2.944 5.785  -1.08
H37 5.815 0.985 1.192  0.28
H38 7.143 0.717 2.304  0.30
H39 5.709 3.410 2.090  0.28
H40 7.188 2.998 1.189  0.39
H41 7.204 3.060 2.953  0.24
H42 1.440 -0.024 2.819  0.30
H43 1.301 -0.732 4.420  0.39
H44 3.275 -1.881 2.385  0.28
H45 1.586 -2.419 2.480  0.26
H46 2.683 -2.618 3.858  0.37
H47 4.887 0.933 5.558  0.27
H48 3.839 2.010 6.459  0.44
H49 5.899 3.466 4.860  0.23
H50 6.557 2.437 6.150  0.29
H51 5.394 3.705 6.523  0.34

Results
F_max = 8.85 eV/A
orbital gap = 7.733 eV
LUMO = -3.853 eV
total charge = +1

=====

This record from the OMol25 dataset describes a molecular structure, C24H29AgN4OSb. The level of theory is ωB97M-V/def2-TZVPD.

Last column: natural (NBO) charge in e.
Atoms and positions in Å:
Ag1 -0.473 -0.084 -0.298  0.89
C1 2.126 -0.260 -2.363  -0.65
C2 0.931 -0.410 -3.245  0.24
C3 1.036 -0.529 -4.626  -0.24
C4 -0.117 -0.667 -5.380  -0.14
C5 -1.338 -0.675 -4.728  -0.27
C6 -1.363 -0.547 -3.349  -0.06
N1 -0.256 -0.422 -2.634  -0.57
Sb1 -3.351 -0.525 -2.443  1.02
C7 -3.128 1.386 -1.411  -0.06
C8 -4.077 2.356 -1.690  -0.27
C9 -3.958 3.599 -1.094  -0.14
C10 -2.889 3.827 -0.242  -0.24
C11 -1.982 2.801 -0.007  0.24
C12 -0.811 2.955 0.905  -0.65
N2 -2.115 1.608 -0.589  -0.57
C13 -3.034 -1.909 -0.773  -0.06
C14 -4.009 -2.890 -0.668  -0.27
C15 -3.915 -3.832 0.340  -0.14
C16 -2.845 -3.753 1.213  -0.24
C17 -1.909 -2.739 1.048  0.24
C18 -0.732 -2.618 1.960  -0.65
N3 -2.011 -1.840 0.067  -0.56
H1 3.047 -0.228 -2.940  0.23
H2 2.172 -1.099 -1.665  0.23
H3 2.036 0.656 -1.776  0.24
H4 2.003 -0.507 -5.100  0.23
H5 -0.071 -0.765 -6.454  0.23
H6 -2.265 -0.774 -5.273  0.23
H7 -4.889 2.135 -2.368  0.23
H8 -4.683 4.373 -1.294  0.23
H9 -2.757 4.787 0.230  0.23
H10 -0.747 3.962 1.310  0.23
H11 0.108 2.724 0.360  0.24
H12 -0.901 2.242 1.728  0.23
H13 -4.828 -2.907 -1.373  0.23
H14 -4.659 -4.607 0.440  0.23
H15 -2.731 -4.467 2.013  0.23
H16 -0.768 -3.374 2.741  0.23
H17 -0.715 -1.629 2.421  0.23
H18 0.187 -2.746 1.388  0.23
O1 1.380 0.292 0.895  -0.71
C19 1.874 -0.192 1.907  0.76
C20 2.864 -1.318 1.871  -0.51
C21 4.215 -0.581 1.705  -0.38
C22 4.482 0.575 2.685  -0.41
C23 3.598 1.822 2.481  -0.43
C24 2.251 1.758 3.225  -0.22
N4 1.731 0.393 3.140  -0.64
H19 2.698 -1.978 1.021  0.23
H20 2.853 -1.895 2.794  0.22
H21 4.256 -0.181 0.690  0.21
H22 5.017 -1.315 1.804  0.23
H23 5.517 0.880 2.526  0.23
H24 4.413 0.225 3.716  0.20
H25 3.396 1.921 1.413  0.21
H26 4.136 2.717 2.794  0.23
H27 1.538 2.456 2.779  0.21
H28 2.370 1.996 4.283  0.21
H29 2.092 -0.183 3.890  0.38

Results
F_max = 0.88 eV/A
orbital gap = 9.260 eV
LUMO = -2.130 eV
total charge = +1

=====

Q: Among the records above, which one has the lowest orbital gap?
A: C26H51ClNO11P2

=====

Q: orbital gap of number 1 (C26H51ClNO11P2)?
A: 7.733 eV

=====

Q: Among the records above, which one has the lowest LUMO?
A: C26H51ClNO11P2